No. 1
C4H8N2 | the ωB97M-V functional and the def2-TZVPD basis

Geometry as ORCA input:
```
! RIJCOSX wB97M-V def2-TZVPD def2/J DEFGRID3
* xyz 0 1
C 1.8172 0.0787 -0.6407
H 1.6398 -0.7300 -2.5442
H -1.2763 -1.5115 -0.4930
N -1.2713 0.5353 -0.0503
C 1.6799 -0.9197 -1.4786
C -1.1834 1.4107 0.8591
H -1.1757 2.4665 0.5790
N 2.0247 1.0032 0.1400
H -1.1107 1.1777 1.9328
H 1.1602 1.4471 0.4564
H -0.4144 -1.0987 1.0035
H 1.5888 -1.9349 -1.1108
C -1.2870 -0.8581 0.3820
H -2.1919 -1.0664 0.9648
*
```

The calculation puts the total energy at -7255.4336 eV. The SMILES is C=C=N.C=NC. The strongest force on any atom is 0.65 eV/Å. The orbital gap is 0.3683 hartree. The HOMO energy comes out at -9.08 eV.



No. 2
C31H47BF5N6SeSi2V | the ωB97M-V functional and the def2-TZVPD basis

Geometry as ORCA input:
```
! RIJCOSX wB97M-V def2-TZVPD def2/J DEFGRID3
* xyz -1 4
F -4.2366 2.7296 -0.4758
H 3.7790 0.5692 3.3661
H -0.8923 -6.4096 -0.0619
C 0.6556 0.3159 -4.9049
H -4.4955 1.1254 1.5117
C -0.0904 -4.4113 0.1761
H 0.5965 -6.3331 0.8927
H 0.5311 -3.8881 0.9048
C 3.5090 -0.0639 2.5176
Si 3.1165 0.9463 0.9511
N -2.6640 -1.9360 -0.1378
H 2.5329 -3.9988 0.2464
H -3.9990 0.7659 -2.6322
C -4.7553 6.1979 0.3333
B -3.0703 -0.4688 -0.2919
H 2.6730 -0.6952 2.8213
C 2.3355 -2.2674 -2.4645
C -1.5789 0.5374 2.8618
H 3.1115 -2.8499 1.4574
H 1.6810 0.2047 -5.2619
H 0.8025 -1.1771 4.6587
H -4.5403 -2.9007 -0.2579
N -1.3754 -2.3037 -0.0185
H 0.1467 -0.6433 -5.0149
H 5.5046 0.5669 0.2403
C 2.2527 2.6113 1.2246
C -4.9902 4.8716 0.0246
N -2.3479 0.0960 -1.5172
F -1.1624 6.2467 0.2948
H 2.4996 3.2780 0.3948
H 4.3577 -0.7197 2.3060
C 1.1236 2.2105 -3.2961
V -0.0574 -0.2151 0.0462
H 5.2283 -1.6289 0.1199
H 1.1106 1.3023 4.9029
H 4.7899 1.8901 -0.6793
N -2.6505 0.2385 1.0119
C 4.8453 1.4337 0.3127
C 2.4349 -2.9722 0.6082
H 1.1514 1.3134 3.1338
C -1.3667 -3.6346 0.0322
H 2.5983 -3.3172 -2.6185
H 2.1631 2.3095 -3.6200
H 2.1084 0.6015 -1.1439
N -1.4553 0.0533 1.6193
F -5.7767 7.0424 0.5480
C 4.7590 -1.7530 -0.8596
C -2.4035 5.7615 0.2004
H 0.0639 -4.9334 -1.9226
H 0.4391 -1.2551 2.9232
H 5.0877 -2.7111 -1.2713
N -1.0092 0.0847 -1.6746
C 2.0942 -0.0544 -0.2579
C -0.3478 -5.8275 0.6850
Si 2.8552 -1.6849 -0.7251
H 1.4137 -2.8274 0.9690
H 0.1488 1.0446 -5.5404
C -3.4460 6.6372 0.4182
H 1.2658 -2.1550 -2.6571
H 5.1370 -0.9613 -1.5110
C -3.9365 4.0055 -0.1860
Se -1.1629 3.2564 -0.3766
H -2.0765 1.4637 -4.4455
H 1.0442 2.5388 -2.2602
H -0.7520 -1.8175 4.1026
H -4.2518 -0.3682 -0.4407
H 1.6064 -4.9873 -1.0514
H -3.0130 -5.1543 -0.0466
C -1.9458 0.9859 -3.4902
C -2.5968 4.4050 -0.1053
C -3.4720 -3.0057 -0.1679
C -3.4996 0.8678 1.8288
C 0.5056 1.4121 3.9999
C 0.6655 -4.4408 -1.1555
F -3.2031 7.9232 0.7186
H 2.8720 -1.6816 -3.2161
H 1.3030 0.1119 -2.8760
C -0.5852 0.3435 3.9736
C -2.8594 1.0763 3.0307
F -6.2599 4.4353 -0.0671
C 0.6382 0.7639 -3.4405
H 1.1662 2.5078 1.2218
H 0.0686 2.4114 3.9905
H -0.9347 -5.8125 1.6049
H 5.3146 2.1582 0.9843
H -1.1623 0.4316 4.8976
C 0.0152 -1.0660 3.9107
H -3.2558 1.5467 3.9144
C -2.9304 0.6442 -2.5879
H 2.5408 3.1168 2.1495
C -0.7448 0.6183 -2.8733
C -2.6816 -4.1304 -0.0623
H 0.8859 -3.4254 -1.4773
H 0.5063 2.8776 -3.9000
*
```

The calculation puts the total energy at -162908.7369 eV. The expectation value of S² is 3.758. The strongest force on any atom is 2.07 eV/Å. The orbital gap (spin up / spin down) is 0.2305 / 0.2309 hartree. The HOMO energy (spin up / spin down) comes out at -3.85 / -3.87 eV.



No. 3
C4H5F3 | the ωB97M-V functional and the def2-TZVPD basis

Geometry as ORCA input:
```
! RIJCOSX wB97M-V def2-TZVPD def2/J DEFGRID3
* xyz 0 1
H 1.5864 -0.7338 1.1776
C 0.8468 0.9120 -0.0034
H 1.2177 -1.1698 -0.5063
H -0.8659 2.0916 0.1105
C -0.4641 1.0832 0.1605
F -2.5533 0.0925 -0.4429
C -1.4722 -0.0319 0.3772
C 1.5783 -0.3997 0.1468
H -1.9029 -0.1179 1.3679
H 1.5200 1.7478 -0.1937
F -0.8838 -1.1885 -0.0004
F 2.9384 -0.1484 -0.2281
*
```

The calculation puts the total energy at -12380.5884 eV. The SMILES is FC/C=C\C(F)F. The strongest force on any atom is 1.73 eV/Å. The orbital gap is 0.4227 hartree. The HOMO energy comes out at -10.52 eV.



No. 4
H4S4 | the ωB97M-V functional and the def2-TZVPD basis

Geometry as ORCA input:
```
! RIJCOSX wB97M-V def2-TZVPD def2/J DEFGRID3
* xyz 0 1
H -0.7601 -2.2595 0.1353
S -0.2156 3.0195 0.4342
H -1.1828 0.5363 0.6049
S 1.3669 -1.2583 -1.0370
H 0.9021 2.8558 1.0803
S -0.4897 -2.1986 -1.1606
S -1.5681 1.7295 1.2977
H 1.9473 -2.4246 -1.3548
*
```

The calculation puts the total energy at -43405.3586 eV. The SMILES is SS.SS. The strongest force on any atom is 1.94 eV/Å. The orbital gap is 0.3517 hartree. The HOMO energy comes out at -9.48 eV.



> strongest force on any atom of number 2 (C31H47BF5N6SeSi2V)?

2.07 eV/Å



> strongest force on any atom of number 3 (C4H5F3)?

1.73 eV/Å



Repeat the third record exactly.
C4H5F3 | the ωB97M-V functional and the def2-TZVPD basis

Geometry as ORCA input:
```
! RIJCOSX wB97M-V def2-TZVPD def2/J DEFGRID3
* xyz 0 1
H 1.5864 -0.7338 1.1776
C 0.8468 0.9120 -0.0034
H 1.2177 -1.1698 -0.5063
H -0.8659 2.0916 0.1105
C -0.4641 1.0832 0.1605
F -2.5533 0.0925 -0.4429
C -1.4722 -0.0319 0.3772
C 1.5783 -0.3997 0.1468
H -1.9029 -0.1179 1.3679
H 1.5200 1.7478 -0.1937
F -0.8838 -1.1885 -0.0004
F 2.9384 -0.1484 -0.2281
*
```

The calculation puts the total energy at -12380.5884 eV. The SMILES is FC/C=C\C(F)F. The strongest force on any atom is 1.73 eV/Å. The orbital gap is 0.4227 hartree. The HOMO energy comes out at -10.52 eV.



> What is the formula in the fourth record?

H4S4